40
Properties=species:S:1:pos:R:3 method="wB97M-V/def2-TZVPD" smiles="CC(C)[C@H](N)C(=O)N[C@@H](Cc1ccc(O)cc1)C(=O)O" charge=0 e_above_lowest_kcal_mol=118.75 e_homo_ev=-8.32 total_energy_ha=-955.83192
C 4.11 -0.59 -0.76
C 2.74 0.18 -0.97
C 3.05 1.63 -1.19
C 1.98 -0.02 0.39
N 2.69 0.02 1.74
C 1.00 -1.26 0.38
O 1.52 -2.31 0.40
N -0.30 -0.99 0.30
C -1.36 -1.96 0.53
C -2.33 -1.30 1.51
C -2.54 0.20 1.16
C -3.39 0.45 0.04
C -3.17 1.65 -0.68
C -2.10 2.49 -0.38
O -2.02 3.47 -1.25
C -1.29 2.28 0.85
C -1.71 1.24 1.64
C -2.28 -2.57 -0.72
O -3.48 -2.42 -0.83
O -1.51 -3.27 -1.68
H 3.80 -1.65 -0.59
H 4.56 -0.18 0.13
H 4.90 -0.48 -1.60
H 1.93 -0.08 -1.78
H 2.17 2.18 -1.48
H 3.77 1.70 -1.90
H 3.59 1.97 -0.27
H 1.03 0.58 0.37
H 3.09 -0.93 1.88
H 3.48 0.64 1.70
H -0.80 -0.15 0.06
H -1.08 -2.89 1.05
H -3.33 -1.78 1.46
H -1.88 -1.46 2.48
H -4.20 -0.32 -0.23
H -3.85 1.75 -1.50
H -2.69 3.47 -1.92
H -0.47 2.85 1.15
H -1.42 1.43 2.71
H -2.21 -3.54 -2.20

46
Properties=species:S:1:pos:R:3 method="wB97M-V/def2-TZVPD" smiles="C[C@H]1COC(=O)O1.C[C@H]1COC(=O)O1.O=C1OCCO1.O=C1OCCO1" charge=0 e_above_lowest_kcal_mol=6.33 e_homo_ev=-10.82 total_energy_ha=-1448.37858
C 1.26 -11.38 13.39
C -0.21 -11.19 13.70
C -1.19 -10.80 12.59
O -2.32 -11.62 12.85
C -1.99 -12.62 13.69
O -2.71 -13.47 14.09
O -0.67 -12.53 13.97
H 1.84 -10.46 13.33
H 1.44 -11.82 12.40
H 1.72 -12.03 14.13
H -0.39 -10.60 14.61
H -0.75 -10.97 11.60
H -1.45 -9.74 12.62
C 2.30 -10.03 5.16
C 1.84 -9.20 6.33
C 2.82 -9.11 7.52
O 2.85 -7.73 7.82
C 2.17 -7.02 6.91
O 2.13 -5.83 6.84
O 1.53 -7.85 6.05
H 3.13 -9.61 4.59
H 1.51 -10.32 4.47
H 2.63 -11.02 5.49
H 0.95 -9.67 6.77
H 3.82 -9.47 7.24
H 2.55 -9.73 8.37
O -4.77 -8.43 8.90
C -4.77 -9.50 8.40
O -5.10 -9.75 7.09
C -4.95 -11.14 6.82
C -4.45 -11.73 8.16
O -4.39 -10.62 9.01
H -5.91 -11.61 6.61
H -4.26 -11.27 5.99
H -3.52 -12.28 8.02
H -5.16 -12.49 8.49
O 0.76 -12.24 7.59
C 0.10 -12.60 8.50
O -1.16 -13.08 8.43
C -1.55 -13.52 9.74
C -0.20 -13.67 10.43
O 0.52 -12.63 9.80
H -2.09 -12.72 10.27
H -2.23 -14.37 9.67
H 0.22 -14.67 10.38
H -0.33 -13.42 11.49

48
Properties=species:S:1:pos:R:3 method="wB97M-V/def2-TZVPD" spin_multiplicity=3 charge=+1 e_above_lowest_kcal_mol=9.76 e_homo_ev="-12.47 / -12.64" s2=2.0084 total_energy_ha=-4876.26710
V -0.36 0.06 -0.25
C -2.53 -2.52 0.73
C -1.76 -2.70 -0.55
O -1.57 -1.37 -1.12
C -2.45 -0.88 -2.15
C -2.90 0.50 -1.74
O -1.71 1.26 -1.42
C -2.00 2.51 -0.75
C -1.87 2.32 0.77
O -1.98 0.91 1.02
C -1.96 0.55 2.41
C -2.42 -0.89 2.50
O -1.73 -1.66 1.53
H -3.50 -2.05 0.53
H -2.71 -3.48 1.21
H -0.74 -3.06 -0.36
H -2.25 -3.32 -1.28
H -1.90 -0.88 -3.08
H -3.31 -1.55 -2.23
H -3.41 1.00 -2.57
H -3.55 0.47 -0.87
H -1.27 3.23 -1.11
H -3.00 2.82 -1.05
H -0.91 2.67 1.14
H -2.67 2.85 1.30
H -0.95 0.70 2.80
H -2.66 1.19 2.96
H -2.20 -1.27 3.50
H -3.50 -0.96 2.34
O 2.72 -1.41 2.51
As 2.04 -1.15 0.93
O 1.45 -2.48 0.20
O 0.67 -0.10 1.26
C 3.41 -0.09 0.10
C 4.69 -0.28 0.60
C 5.78 0.38 0.02
C 5.59 1.22 -1.06
C 4.31 1.42 -1.57
C 3.24 0.78 -0.99
S 1.66 1.12 -1.69
O 0.85 1.83 -0.64
O 1.79 1.74 -2.95
O 0.97 -0.23 -1.69
H 2.41 -2.27 2.83
H 4.85 -0.94 1.44
H 6.77 0.21 0.42
H 6.44 1.72 -1.51
H 4.16 2.08 -2.41

44
Properties=species:S:1:pos:R:3 method="wB97M-V/def2-TZVPD" spin_multiplicity=2 charge=+2 e_above_lowest_kcal_mol=22.55 e_homo_ev="-15.51 / -15.59" s2=1.1979 total_energy_ha=-1134.33835
Re 3.39 0.19 0.56
N 6.86 1.95 -1.18
C 5.66 1.54 -0.86
O 5.46 0.85 0.18
C 4.48 1.90 -1.69
C 3.41 0.83 -1.50
H 7.65 1.73 -0.58
H 7.03 2.52 -1.99
H 4.74 2.00 -2.75
H 4.12 2.88 -1.36
H 3.65 -0.08 -2.04
H 2.43 1.20 -1.81
C 4.01 -2.98 0.78
O 3.74 -1.58 0.66
H 5.09 -3.12 0.78
H 3.58 -3.51 -0.05
H 3.61 -3.35 1.72
O 2.75 2.89 1.55
N 3.01 1.85 1.15
C -5.68 -1.14 0.32
C -4.67 0.00 0.33
C -4.90 0.88 1.59
C -4.90 0.89 -0.92
C -3.24 -0.44 0.31
C -2.89 -1.86 0.23
C -1.61 -2.32 0.26
C -0.62 -1.34 0.36
O 0.70 -1.49 0.41
B 1.26 -0.18 0.49
O 0.23 0.75 0.49
C -0.94 0.06 0.42
C -2.20 0.52 0.38
H -6.68 -0.72 0.36
H -5.57 -1.80 1.18
H -5.61 -1.74 -0.59
H -5.95 1.17 1.61
H -4.29 1.78 1.59
H -4.69 0.31 2.50
H -5.94 1.22 -0.91
H -4.73 0.33 -1.84
H -4.26 1.77 -0.93
H -3.69 -2.57 0.14
H -1.37 -3.37 0.21
H -2.41 1.58 0.42

38
Properties=species:S:1:pos:R:3 method="wB97M-V/def2-TZVPD" charge=-1 e_above_lowest_kcal_mol=39.53 e_homo_ev=-3.41 total_energy_ha=-1510.29690
C -2.30 -0.96 -0.07
C -1.66 -1.15 -1.36
C -1.43 0.17 -1.95
H -1.35 -2.12 -1.80
C -1.89 1.17 -0.99
C -2.43 0.47 0.16
H -2.78 0.94 1.09
H -2.53 -1.75 0.66
H -0.93 0.37 -2.91
H -1.77 2.27 -1.09
Bi -0.03 0.00 0.22
Cl 0.16 -2.01 1.56
C 2.41 0.12 0.29
C 2.02 1.38 -0.32
C 1.51 1.09 -1.66
H 1.98 2.37 0.18
C 1.60 -0.34 -1.87
C 2.16 -0.94 -0.67
H 2.27 -2.03 -0.48
H 2.70 -0.02 1.34
H 1.06 1.83 -2.35
H 1.24 -0.90 -2.76
C -2.84 1.38 3.58
Si -0.99 1.08 3.61
C -0.27 2.36 4.79
C -0.73 -0.60 4.41
C -0.01 1.31 2.02
H -3.20 1.39 4.61
H -3.37 0.59 3.05
H -3.06 2.35 3.12
H -0.77 2.28 5.75
H 0.79 2.18 4.90
H -0.44 3.36 4.37
H -1.20 -1.38 3.81
H 0.33 -0.80 4.51
H -1.19 -0.59 5.40
H -0.10 2.35 1.67
H 1.06 1.20 2.36

52
Properties=species:S:1:pos:R:3 method="wB97M-V/def2-TZVPD" spin_multiplicity=2 charge=+1 e_above_lowest_kcal_mol=0.00 e_homo_ev="-10.90 / -11.16" s2=0.7753 total_energy_ha=-7276.23743
Re 0.29 -0.06 0.09
N 1.99 -1.35 -0.39
C 2.30 -2.50 0.50
C 1.02 -3.30 0.51
N -0.07 -2.39 0.87
C -0.48 -2.44 2.29
C 0.13 -1.26 3.02
N -0.19 -0.09 2.20
H 1.87 -1.69 -1.34
H 2.79 -0.71 -0.41
H 2.53 -2.11 1.48
H 3.15 -3.08 0.14
H 1.08 -4.16 1.18
H 0.83 -3.69 -0.49
H -0.88 -2.50 0.27
H -0.21 -3.39 2.74
H -1.57 -2.36 2.33
H 1.21 -1.35 3.09
H -0.27 -1.17 4.03
H 0.24 0.77 2.61
H -1.19 0.09 2.23
O -0.47 3.18 -1.59
P -0.69 3.09 -0.01
O -1.68 4.03 0.50
O -0.88 1.58 0.28
O 0.82 3.39 0.53
P 1.71 2.43 1.43
O 3.14 3.09 1.35
O 1.18 2.22 2.79
O 1.85 1.12 0.58
H -0.72 4.05 -1.91
H 3.33 3.64 2.12
C 2.63 0.99 -2.44
C 1.20 0.87 -2.87
C 0.85 1.36 -4.15
C -0.44 1.29 -4.59
C -1.43 0.70 -3.78
C -2.79 0.55 -4.12
Br -3.43 1.21 -5.77
C -3.67 -0.05 -3.27
C -3.22 -0.56 -2.04
Br -4.42 -1.43 -0.88
C -1.91 -0.43 -1.66
O -1.40 -0.89 -0.52
C -1.01 0.21 -2.53
N 0.29 0.31 -2.08
H 3.14 1.75 -3.02
H 3.15 0.04 -2.62
H 2.72 1.25 -1.39
H 1.62 1.80 -4.76
H -0.70 1.68 -5.57
H -4.71 -0.16 -3.54

38
Properties=species:S:1:pos:R:3 method="wB97M-V/def2-TZVPD" charge=-1 e_homo_ev=-4.61 total_energy_ha=-1334.24299
C 2.56 -1.44 0.04
C 2.20 -2.51 -0.86
C 1.15 -3.28 -0.23
H 2.61 -2.66 -1.88
C 0.85 -2.68 1.04
C 1.74 -1.55 1.23
H 1.70 -0.81 2.05
H 3.29 -0.63 -0.16
H 0.63 -4.15 -0.68
H 0.02 -2.97 1.72
Y 0.25 -0.83 -0.60
Cl 1.52 0.92 -1.87
C -1.70 -0.36 -2.10
C -2.23 -1.28 -1.12
C -1.66 -2.58 -1.37
H -2.85 -1.01 -0.24
C -0.79 -2.47 -2.51
C -0.79 -1.11 -2.96
H -0.15 -0.68 -3.76
H -1.80 0.75 -2.08
H -1.84 -3.49 -0.76
H -0.17 -3.29 -2.95
C -0.86 3.10 -0.38
Si -0.25 2.18 1.14
C 1.59 2.41 1.38
C -1.10 2.99 2.60
C -0.74 0.38 1.13
H -0.62 4.17 -0.30
H -1.96 3.01 -0.47
H -0.41 2.72 -1.31
H 1.84 3.48 1.44
H 1.92 1.94 2.33
H 2.18 1.98 0.56
H -2.19 2.89 2.51
H -0.79 2.51 3.54
H -0.85 4.06 2.66
H -0.48 -0.07 2.11
H -1.85 0.35 1.10

48
Properties=species:S:1:pos:R:3 method="wB97M-V/def2-TZVPD" charge=-1 e_homo_ev=-4.01 total_energy_ha=-7650.91304
Mg 0.46 -0.96 0.74
C 3.37 -1.33 1.75
N 2.12 -0.99 2.44
C 1.87 -1.90 3.55
C 2.13 0.41 2.90
C 0.82 1.10 2.52
N 0.72 0.98 1.08
C 0.97 1.99 0.25
C 1.40 1.68 -1.07
F 1.54 0.36 -1.35
C 1.73 2.62 -2.01
F 2.19 2.22 -3.21
C 1.64 3.97 -1.75
C 1.18 4.32 -0.49
F 1.05 5.63 -0.19
C 0.86 3.39 0.47
F 0.39 3.86 1.65
H 4.25 -1.20 2.40
H 3.48 -0.69 0.87
H 3.32 -2.36 1.40
H 2.67 -1.83 4.31
H 1.82 -2.92 3.18
H 0.91 -1.65 4.01
H 2.93 0.95 2.39
H 2.31 0.47 3.98
H 0.82 2.12 2.90
H -0.02 0.57 2.98
H 1.90 4.72 -2.49
C -4.00 -3.53 -1.84
Se -2.82 -2.14 -2.51
C -3.79 -0.66 -1.65
C -3.50 0.67 -2.30
Se -1.71 1.45 -2.00
C -0.81 0.60 -3.50
H -4.22 -3.32 -0.80
H -3.48 -4.48 -1.91
H -4.91 -3.55 -2.44
H -3.53 -0.67 -0.59
H -4.85 -0.90 -1.77
H -4.19 1.42 -1.92
H -3.61 0.59 -3.38
H -1.41 0.76 -4.40
H -0.69 -0.46 -3.31
H 0.16 1.07 -3.62
S 1.01 -3.07 -0.44
S 0.47 -4.13 1.23
S -1.47 -3.59 1.70
S -1.46 -1.62 2.25